Record 1
{
  "formula": "C33H33N2O",
  "method": "the ωB97M-V functional and the def2-TZVPD basis",
  "species": ["C", "N", "C", "C", "C", "C", "C", "C", "C", "C", "C", "C", "C", "C", "C", "C", "C", "H", "H", "H", "H", "H", "H", "H", "H", "H", "H", "H", "H", "H", "H", "O", "C", "C", "C", "C", "C", "C", "C", "C", "C", "C", "C", "C", "C", "C", "C", "C", "C", "N", "H", "H", "H", "H", "H", "H", "H", "H", "H", "H", "H", "H", "H", "H", "H", "H", "H", "H", "H"],
  "coordinates": [[4.88320, -2.12765, -3.74322], [3.50192, -2.56607, -3.76364], [2.43001, -1.73173, -3.81512], [1.23301, -2.49398, -3.72917], [-0.05412, -1.98066, -3.60901], [-1.27351, -2.72739, -3.71403], [-1.44987, -3.79030, -4.64503], [-2.61446, -4.55667, -4.64302], [-3.63934, -4.27840, -3.72653], [-3.51638, -3.19017, -2.84741], [-2.37340, -2.39932, -2.87135], [1.66140, -3.90140, -3.63348], [1.02166, -5.10313, -3.36543], [1.78842, -6.27935, -3.24818], [3.18971, -6.24263, -3.30139], [3.86597, -5.02520, -3.50066], [3.07976, -3.89521, -3.67973], [5.54050, -2.99549, -3.64613], [5.12581, -1.58629, -4.66739], [5.05190, -1.45042, -2.89458], [2.55266, -0.65580, -3.89858], [-0.13047, -0.91467, -3.37916], [-0.65860, -4.00352, -5.36909], [-2.72425, -5.38059, -5.35343], [-4.53758, -4.89717, -3.70582], [-4.31629, -2.96288, -2.13774], [-2.27445, -1.53501, -2.20910], [-0.06044, -5.12970, -3.24658], [1.28412, -7.23449, -3.09592], [3.76858, -7.15659, -3.17064], [4.95474, -4.94508, -3.51248], [0.60168, 3.14384, 1.57137], [-0.41350, 3.04175, 2.55434], [-0.84876, 4.48345, 2.79498], [-0.74125, 5.37807, 1.73666], [-1.13553, 6.70911, 1.92496], [-1.62827, 7.12736, 3.16593], [-1.73113, 6.21887, 4.22442], [-1.32888, 4.89252, 4.04487], [-1.56920, 2.15812, 2.04066], [-1.31222, 1.10905, 1.16095], [-2.37449, 0.33468, 0.67225], [-3.68925, 0.61995, 1.06327], [-3.94201, 1.68162, 1.93906], [-2.88166, 2.45309, 2.42637], [0.16369, 2.38898, 3.82135], [1.32104, 3.16631, 4.47797], [2.23313, 2.06569, 5.04351], [1.91092, 0.79715, 4.22856], [0.72891, 1.12667, 3.46395], [1.10549, 2.30622, 1.53672], [-0.32816, 5.04754, 0.78164], [-1.04873, 7.40377, 1.08799], [-1.94299, 8.16312, 3.30555], [-2.11546, 6.52765, 5.19693], [-1.38703, 4.17246, 4.86726], [-0.29244, 0.89441, 0.82996], [-2.16294, -0.48449, -0.01700], [-4.51968, 0.02844, 0.67225], [-4.96045, 1.92878, 2.24322], [-3.07166, 3.29422, 3.09427], [-0.65386, 2.25098, 4.55834], [1.84544, 3.73593, 3.69673], [0.95990, 3.87384, 5.22990], [3.28875, 2.33725, 4.96102], [2.00252, 1.89892, 6.10428], [2.73456, 0.58453, 3.53053], [1.78069, -0.09414, 4.86122], [0.09259, 0.37125, 3.22684]],
  "forces_ev_per_a": [[0.6, 0.4, -0.1], [-1.7, 1.7, -0.4], [1.4, -1.2, 0.4], [-0.9, -0.3, 0.0], [1.1, 0.2, -0.2], [-1.3, -0.6, -0.1], [0.1, 0.1, 0.3], [0.1, 0.2, 0.1], [0.3, 0.3, 0.1], [0.0, -0.1, -0.1], [0.5, 0.0, -0.2], [0.9, -0.1, 0.0], [0.1, -0.7, 0.0], [-0.1, 0.5, 0.1], [0.2, 0.6, -0.2], [-0.3, -0.3, 0.0], [-0.7, -0.4, 0.5], [-0.2, 0.3, -0.1], [-0.1, -0.3, 0.2], [-0.1, -0.3, -0.2], [0.0, -0.2, 0.0], [-0.1, -0.2, -0.1], [-0.3, 0.1, 0.3], [0.0, 0.4, 0.2], [0.3, 0.2, 0.0], [0.3, -0.1, -0.3], [-0.1, -0.3, -0.1], [0.4, -0.2, -0.1], [0.1, 0.3, 0.0], [-0.2, 0.2, -0.1], [-0.4, -0.3, 0.0], [0.6, -0.6, -0.4], [-0.1, 0.2, -0.1], [0.0, -0.5, 0.2], [-0.2, 0.7, 0.2], [0.0, -0.3, 0.1], [0.0, -0.1, -0.1], [0.1, -0.2, -0.1], [-0.1, 0.3, -0.3], [0.0, 0.7, 0.0], [-0.5, -0.3, -0.3], [0.0, 0.3, 0.3], [0.2, 0.1, 0.0], [0.3, 0.0, 0.0], [-0.1, -0.6, -0.3], [-0.6, 0.3, 0.8], [0.1, -0.1, -0.6], [-0.2, 0.0, 0.4], [0.6, -0.1, -0.1], [0.3, -0.7, -0.8], [-0.4, 0.4, 0.4], [-0.2, 0.1, 0.4], [-0.1, -0.1, 0.3], [0.1, -0.3, 0.0], [0.1, 0.0, -0.3], [-0.1, 0.4, -0.3], [-0.4, 0.1, 0.1], [-0.1, 0.2, 0.2], [0.3, 0.2, 0.1], [0.3, -0.2, -0.1], [0.0, -0.3, -0.2], [0.1, 0.2, -0.2], [-0.2, -0.1, 0.2], [0.2, -0.2, -0.1], [-0.2, -0.1, 0.1], [0.1, 0.0, -0.2], [0.0, -0.1, 0.2], [0.0, 0.3, 0.0], [0.2, 0.3, 0.4]],
  "multiplicity": 1,
  "energy_ev": -39777.6301,
  "total_charge": 1
}



Record 2
{
  "formula": "C33H33N5O4",
  "method": "the ωB97M-V functional and the def2-TZVPD basis",
  "species": ["C", "C", "C", "C", "C", "C", "C", "C", "C", "C", "C", "C", "C", "C", "C", "C", "N", "H", "H", "H", "H", "H", "C", "H", "H", "C", "N", "C", "O", "N", "C", "O", "C", "C", "C", "C", "C", "C", "C", "O", "N", "H", "C", "H", "C", "N", "C", "C", "O", "C", "C", "H", "H", "H", "H", "H", "H", "H", "H", "H", "H", "H", "H", "H", "H", "H", "H", "H", "H", "H", "H", "H", "H", "H", "H"],
  "coordinates": [[2.35265, 1.06582, 1.07035], [1.04855, 1.02889, 1.79952], [0.65122, 2.13933, 2.53719], [-0.53696, 2.15809, 3.24326], [-1.36651, 1.05132, 3.21276], [-0.99314, -0.05391, 2.47170], [0.20513, -0.08356, 1.76604], [0.55796, -1.38384, 1.06822], [1.55152, -2.17816, 1.85320], [2.46540, -3.04173, 1.31670], [3.18362, -3.61572, 2.40531], [4.21944, -4.54409, 2.50575], [4.68008, -4.88054, 3.75824], [4.13254, -4.31404, 4.91275], [3.10842, -3.39386, 4.84425], [2.63721, -3.04830, 3.58514], [1.64534, -2.17983, 3.21825], [1.09057, -1.61248, 3.83672], [2.68463, -2.95604, 5.73590], [4.52210, -4.60538, 5.87671], [5.48118, -5.59776, 3.85859], [4.64544, -4.98671, 1.61803], [2.59890, -3.19054, -0.16260], [3.59634, -3.51886, -0.45221], [1.87406, -3.91353, -0.55040], [2.31774, -1.80175, -0.75135], [1.06284, -1.25266, -0.29051], [0.25766, -0.90283, -1.31147], [-0.87590, -0.48801, -1.25056], [0.95786, -1.16853, -2.50322], [2.16958, -1.76263, -2.26414], [2.95312, -2.15763, -3.08585], [0.50541, -0.72709, -3.76243], [0.48670, -1.59048, -4.84749], [0.03663, -1.13561, -6.07389], [-0.40800, 0.16896, -6.21308], [-0.38857, 1.02896, -5.12911], [0.07703, 0.59534, -3.89391], [0.20111, 1.53112, -2.73235], [1.20661, 1.58636, -2.04503], [-0.86471, 2.34159, -2.56727], [-1.71196, 2.09655, -3.05497], [-0.98134, 3.21525, -1.42219], [0.04184, 3.44395, -1.11787], [-1.72638, 2.57729, -0.24180], [-3.13959, 2.92448, -0.21194], [-3.73194, 2.55118, 1.06319], [-5.19615, 2.98413, 1.09470], [-5.92967, 2.38404, 0.05411], [-5.36551, 2.72064, -1.18921], [-3.89726, 2.30139, -1.28618], [-3.51158, 2.65055, -2.24554], [-3.81945, 1.20100, -1.24459], [-5.96118, 2.20733, -1.94638], [-5.43545, 3.80883, -1.34405], [-5.67147, 2.67200, 2.02626], [-5.24990, 4.07983, 1.00433], [-3.18607, 3.05485, 1.86340], [-3.67201, 1.46112, 1.22664], [-1.56993, 1.48742, -0.27386], [-1.29032, 2.95211, 0.68599], [-1.48613, 4.13666, -1.72163], [-0.70419, 2.05550, -5.24711], [-0.76148, 0.52053, -7.17064], [0.03100, -1.80280, -6.92227], [0.83775, -2.60286, -4.72641], [3.15223, -1.13893, -0.48531], [-0.37922, -1.96352, 0.99716], [-1.64492, -0.91634, 2.44223], [-2.29722, 1.04729, 3.75993], [-0.81320, 3.03164, 3.81555], [1.29690, 3.00550, 2.56094], [2.17420, 1.15324, -0.00154], [2.93834, 1.92607, 1.38575], [2.93046, 0.16437, 1.26559]],
  "forces_ev_per_a": [[0.0, 0.0, -0.1], [0.0, 0.0, 0.1], [0.0, 0.0, 0.0], [-0.1, 0.0, 0.1], [0.0, 0.1, 0.1], [0.1, -0.1, 0.0], [-0.2, 0.0, 0.0], [-0.4, 0.0, 0.1], [0.3, -0.3, -0.4], [-0.4, 0.4, -0.1], [-0.2, 0.1, 0.4], [0.0, 0.0, 0.0], [0.2, -0.1, -0.1], [-0.1, 0.1, 0.1], [0.0, 0.0, 0.1], [0.4, -0.4, -0.2], [-0.3, 0.2, 0.1], [0.0, 0.0, 0.0], [0.0, 0.0, 0.1], [0.0, 0.0, 0.1], [0.1, -0.1, 0.0], [0.1, -0.1, -0.1], [-0.1, 0.2, 0.0], [0.0, 0.0, -0.1], [0.1, 0.0, -0.1], [0.6, -0.3, 0.0], [0.2, -0.1, 0.2], [-0.2, -0.2, -0.1], [-0.2, 0.0, 0.0], [-0.3, -0.1, -0.1], [0.2, -0.1, 0.3], [0.1, 0.0, 0.0], [-0.2, 0.2, -0.3], [0.0, 0.1, 0.2], [0.0, 0.1, 0.0], [0.0, 0.0, -0.1], [0.0, 0.0, 0.1], [0.2, -0.3, -0.1], [-0.3, 0.3, -0.4], [0.2, 0.0, 0.2], [-0.2, 0.1, -0.2], [0.2, -0.1, 0.0], [0.1, 0.0, 0.3], [-0.1, 0.1, 0.0], [0.1, 0.1, -0.1], [-0.1, 0.0, 0.0], [-0.4, 0.1, -0.1], [0.3, 0.0, 0.3], [-0.1, -0.2, 0.0], [0.2, 0.0, -0.3], [-0.3, 0.1, 0.1], [0.0, 0.0, -0.1], [0.0, 0.0, -0.1], [0.1, 0.1, 0.0], [0.0, -0.1, 0.0], [0.1, 0.1, 0.0], [0.0, -0.1, 0.0], [0.0, 0.0, 0.0], [0.0, 0.0, 0.1], [0.0, 0.1, 0.1], [0.0, 0.0, 0.0], [0.1, 0.0, 0.1], [0.0, 0.1, 0.0], [0.0, 0.0, -0.1], [0.0, -0.1, -0.1], [0.0, -0.1, 0.0], [-0.1, -0.1, -0.1], [0.2, 0.1, 0.1], [-0.1, -0.1, -0.1], [-0.1, 0.0, 0.0], [0.0, 0.1, 0.0], [0.1, 0.1, 0.0], [0.1, 0.0, -0.1], [0.1, 0.0, 0.0], [0.1, -0.1, 0.0]],
  "multiplicity": 1,
  "smiles": "Cc1ccccc1[C@@H]1c2[nH]c3ccccc3c2C[C@H]2C(=O)N(c3ccccc3C(=O)NCCN3CCOCC3)C(=O)N12",
  "energy_ev": -50399.9825
}



Record 3
{
  "formula": "C33H33N6ReS2SeSi",
  "method": "the ωB97M-V functional and the def2-TZVPD basis",
  "species": ["Re", "C", "N", "C", "C", "N", "C", "C", "C", "C", "C", "C", "C", "S", "C", "C", "C", "C", "C", "C", "S", "H", "H", "H", "H", "H", "H", "H", "H", "H", "H", "H", "H", "H", "H", "H", "H", "H", "H", "Se", "N", "C", "C", "C", "C", "C", "N", "C", "C", "N", "C", "C", "C", "C", "C", "N", "H", "H", "H", "H", "H", "H", "C", "Si", "C", "C", "C", "C", "H", "H", "H", "H", "H", "H", "H", "H", "H"],
  "coordinates": [[-0.67097, -0.40754, 0.29464], [0.84226, -2.69951, 1.38619], [0.78973, -1.24935, 1.73888], [2.23557, -0.79228, 1.71888], [2.46949, 0.70748, 1.68494], [2.51373, 1.23036, 0.32082], [2.00802, 2.59586, 0.23163], [3.78556, 1.05896, -0.32493], [4.82758, 1.93841, -0.03461], [6.07030, 1.82358, -0.63409], [6.29667, 0.81316, -1.55542], [5.27246, -0.06261, -1.86979], [4.01938, 0.04355, -1.26447], [2.86546, -1.24050, -1.70267], [0.25998, -1.02350, 3.09976], [0.60630, -1.88059, 4.13915], [0.11484, -1.67380, 5.41684], [-0.71592, -0.58896, 5.66324], [-1.04573, 0.27655, 4.63717], [-0.56539, 0.07766, 3.34049], [-1.03372, 1.21653, 2.07127], [1.54677, -3.23513, 2.02307], [1.18147, -2.77790, 0.35590], [-0.14040, -3.15596, 1.47920], [2.69286, -1.24777, 0.84435], [2.69243, -1.22546, 2.61211], [3.40657, 0.91330, 2.22112], [1.67818, 1.22516, 2.22749], [2.54178, 3.30989, 0.87307], [0.95944, 2.60268, 0.53073], [2.08206, 2.94199, -0.79833], [4.65700, 2.72752, 0.68712], [6.85758, 2.52180, -0.38249], [7.26004, 0.71255, -2.03684], [5.43161, -0.84457, -2.60160], [1.26345, -2.72102, 3.96328], [0.38544, -2.35308, 6.21343], [-1.10449, -0.41530, 6.65789], [-1.68965, 1.12618, 4.82320], [-8.46497, -0.29054, -0.26249], [-7.36433, -1.20145, 0.79329], [-6.14773, -0.86308, 0.45745], [-4.95519, -1.40023, 1.10095], [-5.02451, -2.30398, 2.16015], [-3.85368, -2.74554, 2.73024], [-2.64373, -2.28789, 2.22290], [-2.55730, -1.44010, 1.20180], [-3.70286, -0.98506, 0.65093], [-3.58299, 0.00098, -0.42380], [-2.33572, 0.37964, -0.78410], [-2.19129, 1.31659, -1.72541], [-3.26814, 1.91082, -2.36251], [-4.54356, 1.51684, -2.02313], [-4.70999, 0.54755, -1.03634], [-6.02662, 0.09599, -0.60327], [-7.14457, 0.52812, -1.12373], [-5.99332, -2.62929, 2.51459], [-3.85430, -3.43522, 3.56182], [-1.71491, -2.60638, 2.67362], [-1.17385, 1.58726, -1.96653], [-3.08895, 2.66293, -3.11712], [-5.41804, 1.94255, -2.49658], [1.23908, 2.35727, -3.56400], [1.21099, 0.49978, -3.81036], [-0.39205, -0.05331, -4.60200], [2.66774, -0.00743, -4.84828], [1.37359, -0.34618, -2.12886], [0.49385, -0.42604, -1.13747], [1.07745, 2.86462, -4.51843], [2.21560, 2.66859, -3.18637], [0.48421, 2.71957, -2.86299], [-0.54824, 0.45883, -5.55422], [-1.26145, 0.13997, -3.97126], [-0.36406, -1.12645, -4.80053], [2.59085, 0.44411, -5.84016], [2.72081, -1.09010, -4.96993], [3.60438, 0.32789, -4.39852]],
  "forces_ev_per_a": [[0.0, 0.0, 0.0], [0.0, 0.0, 0.0], [0.0, 0.0, 0.0], [0.0, 0.0, 0.0], [0.0, 0.0, 0.0], [0.0, 0.0, 0.0], [0.0, 0.0, 0.0], [0.0, 0.0, 0.0], [0.0, 0.0, 0.0], [0.0, 0.0, 0.0], [0.0, 0.0, 0.0], [0.0, 0.0, 0.0], [0.0, 0.0, 0.0], [0.0, 0.0, 0.0], [0.0, 0.0, 0.0], [0.0, 0.0, 0.0], [0.0, 0.0, 0.0], [0.0, 0.0, 0.0], [0.0, 0.0, 0.0], [0.0, 0.0, 0.0], [0.0, 0.0, 0.0], [0.0, 0.0, 0.0], [0.0, 0.0, 0.0], [0.0, 0.0, 0.0], [0.0, 0.0, 0.0], [0.0, 0.0, 0.0], [0.0, 0.0, 0.0], [0.0, 0.0, 0.0], [0.0, 0.0, 0.0], [0.0, 0.0, 0.0], [0.0, 0.0, 0.0], [0.0, 0.0, 0.0], [0.0, 0.0, 0.0], [0.0, 0.0, 0.0], [0.0, 0.0, 0.0], [0.0, 0.0, 0.0], [0.0, 0.0, 0.0], [0.0, 0.0, 0.0], [0.0, 0.0, 0.0], [0.0, 0.0, 0.0], [0.0, 0.0, 0.0], [0.0, 0.0, 0.0], [0.0, 0.0, 0.0], [0.0, 0.0, 0.0], [0.0, 0.0, 0.0], [0.0, 0.0, 0.0], [0.0, 0.0, 0.0], [0.0, 0.0, 0.0], [0.0, 0.0, 0.0], [0.0, 0.0, 0.0], [0.0, 0.0, 0.0], [0.0, 0.0, 0.0], [0.0, 0.0, 0.0], [0.0, 0.0, 0.0], [0.0, 0.0, 0.0], [0.0, 0.0, 0.0], [0.0, 0.0, 0.0], [0.0, 0.0, 0.0], [0.0, 0.0, 0.0], [0.0, 0.0, 0.0], [0.0, 0.0, 0.0], [0.0, 0.0, 0.0], [0.0, 0.0, 0.0], [0.0, 0.0, 0.0], [0.0, 0.0, 0.0], [0.0, 0.0, 0.0], [0.1, 0.0, 0.0], [-0.1, 0.0, 0.0], [0.0, 0.0, 0.0], [0.0, 0.0, 0.0], [0.0, 0.0, 0.0], [0.0, 0.0, 0.0], [0.0, 0.0, 0.0], [0.0, 0.0, 0.0], [0.0, 0.0, 0.0], [0.0, 0.0, 0.0], [0.0, 0.0, 0.0]],
  "multiplicity": 4,
  "energy_ev": -140716.5073,
  "s_squared": 3.8264,
  "total_charge": 1
}



Computed energy above the lowest of the compared OMol25 structures with the same formula, charge and spin, in the same sequence as the records: 0.03 0.00 0.00 kcal per mole.